The following is a quantum chemistry calculation of a single C4H7NO2 molecule, from the Open Molecules 2025 dataset.

The geometry in XYZ format:
```
14
C4H7NO2, DFT ωB97M-V with the def2-TZVPD basis set
C -2.19489 -0.20130 -0.19611
C -0.74419 0.15802 -0.03364
N -0.20267 1.30234 -0.06882
O 0.00437 -0.94654 0.18684
C 1.35842 -0.72327 0.56505
C 2.13668 0.24583 -0.31250
O 3.09301 0.84521 0.11218
H -2.59264 -0.54263 0.76497
H -2.76890 0.66517 -0.53208
H -2.31046 -1.01866 -0.91313
H -0.87899 2.03109 -0.27863
H 1.42581 -0.38410 1.60276
H 1.83543 -1.70614 0.48201
H 1.83901 0.27498 -1.37890
```

The molecular weight is 101.1 g mol⁻¹. The calculation puts the frontier orbital gap at 10.3994 eV. As for the structure (SMILES): [H]/N=C(\C)OCC=O. As for the LUMO energy: 0.80 eV. The value obtained for the relative energy (zero: lowest compared OMol25 entry of this formula, charge and spin) is 135.86 kJ/mol.